Computed, not measured: C26H45N9S2Ti as an isolated structure at a distorted geometry, with wB97M-V/def2-TZVPD.

Computed properties:
Multiplicity: 2
F_max (eV Å⁻¹): 2.4
Energy above the lowest of the compared OMol25 structures with the same formula, charge and spin (eV): 1.734
Charge: +1
E_HOMO (alpha / beta) (eV): -9.4 / -9.4
Expectation value of S²: 0.76
LUMO (alpha / beta) (eV): -2.27 / -2.26
E_tot (Eh): -3156.2699

Cartesian coordinates (Å):
Ti: 0.748142 0.693718 -0.040920
N: 0.703042 2.844618 -0.590120
C: -0.282458 3.812218 -0.106420
C: -0.214458 3.933318 1.425580
N: 0.189842 2.653718 1.994880
C: 1.409642 2.716618 2.785380
C: 2.108242 1.364318 2.712880
N: 2.372442 1.068618 1.308680
H: 1.644442 3.241218 -0.524120
H: 0.526442 2.667018 -1.582420
H: -1.272458 3.448718 -0.374620
H: -0.139558 4.806618 -0.554120
H: -1.189158 4.265318 1.798080
H: 0.516342 4.699518 1.697580
H: -0.561158 2.245418 2.545280
H: 1.234242 3.005118 3.831280
H: 2.069742 3.466818 2.342080
H: 1.433442 0.600718 3.109380
H: 3.025242 1.384818 3.319480
H: 2.689942 0.097818 1.194780
H: 3.118642 1.674718 0.964380
C: -0.886458 -3.341882 1.382580
N: 0.407042 -3.013582 1.941080
C: 1.077342 -4.068282 2.671980
C: 1.012442 -1.834982 1.653680
N: 0.366842 -0.715682 1.412480
C: -0.914758 -0.426782 1.870580
C: -1.359858 -0.822882 3.131180
C: -2.591158 -0.421482 3.617780
C: -3.393558 0.409118 2.855280
C: -2.969458 0.823418 1.603180
C: -1.742658 0.409618 1.081780
N: -1.259458 0.855018 -0.151220
C: -2.002758 0.936718 -1.231820
N: -1.443358 1.700018 -2.298720
C: -2.099958 2.933118 -2.726620
C: -1.059258 0.898818 -3.460920
N: -3.165458 0.251218 -1.387820
C: -4.201058 0.656518 -2.316520
C: -3.350158 -1.043982 -0.769120
N: 2.423342 -1.781582 1.470080
C: 2.939942 -2.619882 0.392680
C: 3.297642 -1.778882 2.639080
H: -1.711058 -3.063382 2.045380
H: -0.932758 -4.414282 1.197480
H: -1.001358 -2.825682 0.428180
H: 0.322742 -4.684482 3.160080
H: 1.713242 -3.645482 3.447180
H: 1.679042 -4.712682 2.023980
H: -0.703058 -1.418582 3.746280
H: -2.911658 -0.746082 4.594380
H: -4.344158 0.745618 3.237980
H: -3.586258 1.497018 1.024180
H: -2.641658 3.400318 -1.906620
H: -2.795358 2.769218 -3.558120
H: -1.328758 3.622118 -3.077020
H: -1.849858 0.832718 -4.218520
H: -0.788458 -0.106282 -3.143920
H: -0.180958 1.355518 -3.921620
H: -4.385158 1.727718 -2.248020
H: -5.121458 0.141718 -2.047220
H: -3.956858 0.402618 -3.351520
H: -2.372558 -1.464482 -0.537520
H: -3.853858 -1.702582 -1.475320
H: -3.943958 -0.987882 0.146980
H: 3.197742 -3.636382 0.705580
H: 3.838042 -2.147282 -0.006120
H: 2.204042 -2.672282 -0.407420
H: 2.784342 -1.336082 3.489180
H: 4.185342 -1.181882 2.420080
H: 3.646242 -2.780782 2.912180
S: 2.579642 0.793818 -1.601520
C: 2.361542 -0.413982 -2.845220
C: 3.187542 -0.419782 -3.964520
C: 2.996642 -1.345682 -4.970520
C: 1.972442 -2.277182 -4.874320
C: 1.149942 -2.286282 -3.764320
C: 1.340342 -1.362682 -2.741020
S: 0.283742 -1.353082 -1.341220
H: 3.968042 0.320818 -4.042320
H: 3.641542 -1.330482 -5.835420
H: 1.801042 -2.991382 -5.665320
H: 0.340142 -2.996782 -3.672020

Forces on atoms 1 to 6 (eV/Å):
Ti 1.927 0.671 -1.313
N 0.211 0.595 -0.560
C -0.218 0.281 0.412
C -0.025 0.047 -0.454
N -0.332 -0.252 0.384
C 0.249 -0.373 0.209



Computed, not measured: C7H9N as an isolated structure at a distorted geometry, with wB97M-V/def2-TZVPD.

Computed properties:
F_max (eV Å⁻¹): 6.0
Energy above the lowest of the compared OMol25 structures with the same formula, charge and spin (eV): 9.258
E_HOMO (eV): -8.0
LUMO (eV): 0.42
E_tot (Eh): -326.5507

Cartesian coordinates (Å):
C: -0.812666 -0.519268 1.641514
C: 0.868715 0.265676 0.240069
C: 1.497990 0.947609 -0.834950
C: 0.678710 0.877936 -1.892990
C: -0.733171 0.155398 -1.468634
C: -1.192985 -0.780887 0.241855
C: 0.043327 -0.819739 -0.577181
H: -1.141769 0.423981 2.407486
H: -1.451432 -1.257786 2.157959
H: 1.190338 -0.031768 2.558634
H: 0.065453 1.174566 0.374056
H: 2.411839 1.469200 -0.854755
H: 0.548055 1.829667 -2.591235
H: -1.371395 -0.272349 -2.151115
H: -2.020420 -1.302111 -0.063625
H: 0.693942 -1.705601 -0.780767
N: 0.725470 -0.454524 1.593681

Forces on atoms 1 to 6 (eV/Å):
C -0.007 3.051 2.816
C -5.219 -1.040 2.667
C 2.242 -0.323 -1.530
C -4.306 3.469 -0.909
C 5.086 -0.849 1.857
C 2.720 2.818 -1.857



Computed, not measured: C62H70F6N12O7S2 as an isolated structure at a distorted geometry, with wB97M-V/def2-TZVPD.

Computed properties:
F_max (eV Å⁻¹): 3.9
Energy above the lowest of the compared OMol25 structures with the same formula, charge and spin (eV): 0.930
Charge: +8
E_HOMO (eV): -15.7
LUMO (eV): -12.88
E_tot (Eh): -4980.4941

Cartesian coordinates (Å):
N: 0.538884 -1.206153 1.009117
O: 1.217374 -1.233145 -0.002101
O: 0.349879 -0.140462 1.567901
O: 0.014632 -2.213523 1.395238
C: 2.736407 -8.789688 -3.406364
N: 1.390882 -8.688444 -2.703859
C: 0.635609 -9.774362 -2.447877
C: -0.666269 -9.675116 -2.056213
C: -1.253772 -8.385446 -1.829139
C: -0.432982 -7.250702 -1.980113
C: 0.870761 -7.434294 -2.539932
C: -2.619883 -8.269246 -1.238571
C: -2.708480 -7.585688 0.003287
C: -3.959682 -7.537657 0.599816
N: -5.027720 -8.206825 0.047921
C: -4.990161 -8.791782 -1.165028
C: -3.765565 -8.836793 -1.819071
C: -6.389737 -8.077537 0.777854
H: 2.787879 -9.753693 -3.912475
H: 3.442009 -8.865042 -2.578994
H: 2.967298 -7.928772 -4.033761
H: 1.078221 -10.744100 -2.621342
H: -1.128843 -10.601316 -1.748680
H: -0.767355 -6.271007 -1.672199
H: 1.440105 -6.646465 -3.010652
H: -1.818088 -7.143066 0.424831
H: -4.107647 -7.033635 1.543457
H: -5.899351 -9.134163 -1.636783
H: -3.711956 -9.348582 -2.768593
H: -6.979827 -7.371191 0.193924
H: -6.217150 -7.869071 1.833723
H: -6.823031 -9.077692 0.784944
C: 1.412336 1.039685 -5.685462
N: 0.518650 0.109506 -6.465766
C: -0.632728 0.595662 -6.974581
C: -1.507812 -0.232166 -7.665197
C: -1.217816 -1.637344 -7.810862
C: 0.021987 -2.125841 -7.292563
C: 0.821593 -1.189435 -6.562349
C: -2.179235 -2.515728 -8.479281
C: -2.543396 -2.333055 -9.812974
C: -3.306203 -3.280735 -10.376381
N: -3.656421 -4.415473 -9.768471
C: -3.161472 -4.760482 -8.564074
C: -2.469292 -3.775350 -7.838323
C: -4.260835 -5.453632 -10.594276
H: 0.965112 0.940427 -4.696413
H: 1.287772 2.033643 -6.115148
H: 2.421755 0.660611 -5.845072
H: -0.731329 1.662979 -6.842244
H: -2.519730 0.048188 -7.917852
H: 0.350486 -3.118900 -7.561486
H: 1.794696 -1.436955 -6.164612
H: -2.134155 -1.480613 -10.334773
H: -3.672471 -3.169612 -11.386274
H: -3.194695 -5.753247 -8.140136
H: -2.115638 -3.999247 -6.842734
H: -4.386405 -6.328505 -9.956378
H: -3.729940 -5.561505 -11.540114
H: -5.271788 -5.075761 -10.746901
C: -7.387089 10.832744 9.167273
N: -6.926260 9.424593 8.798861
C: -7.900810 8.530851 8.437228
C: -7.552071 7.261705 7.912195
C: -6.178175 6.937680 7.813215
C: -5.216323 7.878744 8.201912
C: -5.575160 9.104209 8.747797
C: -5.778206 5.605775 7.338257
C: -4.700793 5.475356 6.332798
C: -4.353301 4.207916 5.819158
N: -5.088892 3.094825 6.182426
C: -6.065765 3.176240 7.077328
C: -6.406482 4.378558 7.709764
C: -4.866848 1.814161 5.511647
H: -7.919715 11.263698 8.319528
H: -6.555256 11.481752 9.441094
H: -8.090875 10.609378 9.969078
H: -8.938183 8.826829 8.488808
H: -8.248864 6.498434 7.598702
H: -4.160010 7.660246 8.148501
H: -4.923349 9.927525 9.000183
H: -4.049788 6.284398 6.036079
H: -3.496311 4.144145 5.165028
H: -6.611583 2.281664 7.338534
H: -7.230196 4.406198 8.407724
H: -4.354990 2.001589 4.567734
H: -5.834809 1.326154 5.397605
H: -4.308822 1.140675 6.162113
C: 6.536829 -2.899648 3.802650
N: 7.163028 -4.216851 4.071597
C: 6.790819 -5.345011 3.387947
C: 7.383609 -6.560403 3.625050
C: 8.456186 -6.661470 4.521190
C: 8.936751 -5.486635 5.101854
C: 8.192980 -4.304424 4.985583
C: 9.179773 -7.911818 4.713899
C: 8.590638 -9.122813 5.116143
C: 9.336996 -10.273453 5.460905
N: 10.702108 -10.160168 5.344740
C: 11.281727 -8.983399 4.977458
C: 10.583124 -7.922170 4.610258
C: 11.591223 -11.147348 5.969087
H: 7.037222 -2.056935 4.279664
H: 5.548879 -3.046433 4.239136
H: 6.484444 -2.660971 2.740396
H: 6.005314 -5.304791 2.647816
H: 6.961187 -7.440621 3.163353
H: 9.798601 -5.425314 5.749818
H: 8.440808 -3.415267 5.546280
H: 7.528174 -9.187425 5.298959
H: 8.961161 -11.228924 5.795909
H: 12.360785 -8.953974 5.011401
H: 11.085484 -7.013370 4.313383
H: 12.498954 -10.609909 6.243469
H: 11.788917 -12.034521 5.367484
H: 11.173437 -11.483172 6.918200
C: 5.812566 17.132138 -1.700780
N: 5.186845 15.819647 -1.454048
C: 5.419686 14.790168 -2.290984
C: 4.921361 13.551739 -1.980610
C: 4.142049 13.293540 -0.857766
C: 3.824589 14.401465 -0.056289
C: 4.347060 15.646844 -0.387651
C: 3.678739 11.884083 -0.548077
C: 2.808873 11.209887 -1.389727
C: 2.333459 9.946037 -1.129121
N: 2.598930 9.323714 0.026831
C: 3.373724 9.989897 0.892589
C: 3.941932 11.279374 0.640841
C: 2.082437 8.012677 0.287141
H: 6.498817 17.100477 -2.547035
H: 6.325059 17.387414 -0.773266
H: 5.056270 17.888562 -1.910422
H: 6.067472 14.815757 -3.154764
H: 5.073030 12.795731 -2.736818
H: 3.245858 14.261735 0.844780
H: 4.164914 16.544326 0.184835
H: 2.558565 11.637265 -2.349458
H: 1.767727 9.492715 -1.929647
H: 3.453244 9.494603 1.849022
H: 4.516763 11.743518 1.428587
H: 1.491499 8.181114 1.187423
H: 2.915530 7.339165 0.488254
H: 1.530198 7.616451 -0.564987
C: -8.235824 -3.271114 -5.695919
F: -9.371199 -2.572490 -5.571271
F: -8.444997 -4.546728 -5.918730
F: -7.540209 -2.832111 -6.693468
S: -7.258778 -3.092394 -4.063839
O: -8.187575 -3.390634 -2.954205
O: -6.197764 -4.102076 -4.266799
N: -6.695080 -1.338834 -4.194634
S: -5.463436 -1.383059 -3.117809
O: -5.887929 -1.887464 -1.833494
O: -4.174036 -1.909250 -3.560068
C: -5.179240 0.542900 -2.899043
F: -4.155838 0.766633 -2.046556
F: -4.842556 1.092628 -4.048799
F: -6.288432 1.062690 -2.327986

Forces on atoms 1 to 6 (eV/Å):
N -0.122 1.194 -0.712
O 2.039 -0.152 -2.485
O -0.282 2.064 1.497
O -1.511 -3.237 1.607
C -0.234 -0.953 1.553
N -0.515 1.814 -1.531